Molecular formula: CH2IN
Method: DFT, ωB97M-V/def2-TZVPD

```
! wB97M-V def2-TZVPD RIJCOSX def2/J DEFGRID3
* xyz 0 1
C -0.20 0.16 -0.01
N 0.94 -0.23 0.21
I -0.74 1.97 0.92
H -0.93 -0.31 -0.70
H 0.93 -1.59 -0.41
*
```

Results
Relative energy (zero: lowest compared OMol25 entry of this formula, charge and spin), kJ/mol: 175.5
Orbital gap, eV: 9.7
HOMO level, eV: -9.8055
LUMO, eV: -0.13

How positive or negative is each atom? The natural (NBO) charges in e answer that: C -0.0826; N -0.5157; I 0.1049; H 0.2008; H 0.2925